Record 1
Density functional theory data (ωB97M-V/def2-TZVPD) for C18H21F7LiNSb as an isolated structure.

The spin multiplicity is 2. The net charge is 0. Its frontier orbital gap (alpha / beta) is 0.332 / 0.224 Ha. The HOMO energy (alpha / beta) comes out at -8.99 / -8.93 eV. Its LUMO energy (alpha / beta) is 0.05 / -2.84 eV. As for the energy above the lowest of the compared OMol25 structures with the same formula, charge and spin: 0.1424 eV.

Each line ends with the Mulliken charge.
Positions of all 49 atoms, in Å:
Li1 -2.10305 -0.02730 0.44274  1.1661
C1 -0.83451 2.59490 -1.23343  -1.4262
C2 0.73929 2.50195 -1.17745  0.1043
C3 1.37278 3.23067 -0.00480  -1.2127
C4 1.29338 1.08853 -1.38736  0.2298
C5 2.45675 0.98367 -2.11618  -0.3117
C6 3.06763 -0.23899 -2.42364  -1.1858
C7 2.36392 -1.40951 -2.09510  -0.6134
C8 1.15237 -1.40763 -1.41921  0.0797
C9 0.48311 -2.74282 -1.09544  0.5355
C10 -0.99724 -2.88432 -1.54539  -1.2976
C11 0.68873 -3.10927 0.36243  -1.3462
C12 0.67057 -0.13937 -0.87941  -0.2459
N1 -0.12567 -0.03019 0.22808  0.5318
C13 0.44407 0.04559 1.47505  0.1814
C14 1.84114 -0.00346 1.80185  -0.1636
C15 2.38565 0.33610 3.02678  -0.7388
C16 1.53229 0.66931 4.09932  -0.3636
C17 0.14154 0.52817 3.91861  -0.7567
C18 -0.34728 0.27942 2.65023  0.6955
F1 -1.71791 0.16318 2.51486  -0.2684
H1 -1.14966 3.53713 -1.73617  0.4089
H2 -1.33633 2.55672 -0.26468  0.2053
H3 -1.26343 1.79778 -1.83639  0.2994
H4 1.02876 3.00850 -2.08233  0.6940
H5 1.09942 2.76230 1.00215  0.1332
H6 0.98186 4.26132 -0.01150  0.4318
H7 2.48994 3.23717 -0.03075  0.3005
H8 2.91158 1.91162 -2.53897  0.3489
H9 4.03872 -0.28144 -2.93222  0.3696
H10 2.85055 -2.35337 -2.30690  0.4060
H11 0.99552 -3.50346 -1.73549  0.4797
H12 -1.70481 -2.44430 -0.75718  0.0936
H13 -1.22427 -3.96661 -1.53551  0.4724
H14 -1.19215 -2.43779 -2.52691  0.3125
H15 0.08722 -2.51102 1.09313  0.1644
H16 1.75698 -3.10511 0.63536  0.2947
H17 0.35929 -4.14519 0.52196  0.4919
H18 2.53530 -0.34837 1.02858  0.3540
H19 3.49568 0.35839 3.16468  0.3808
H20 1.93773 1.06155 5.04476  0.3938
H21 -0.55860 0.67928 4.71604  0.4944
F2 -3.17413 0.26311 -1.36861  -0.6382
Sb1 -4.77376 -0.09099 -0.31727  2.5068
F3 -3.39569 -1.17580 0.63491  -0.7874
F4 -5.23523 -1.49523 -1.48406  -0.5366
F5 -6.09658 -0.41622 0.97237  -0.5224
F6 -5.88600 1.12883 -1.31604  -0.5513
F7 -4.08548 1.28258 0.82452  -0.5942

Record 2
Density functional theory data (ωB97M-V/def2-TZVPD) for C18H21IN7O8Ti as an isolated structure.

The spin multiplicity is 2. The net charge is -2. Its frontier orbital gap (alpha / beta) is 0.117 / 0.117 Ha. The HOMO energy (alpha / beta) comes out at 1.05 / 1.06 eV. Its LUMO energy (alpha / beta) is 4.23 / 4.23 eV. As for the energy above the lowest of the compared OMol25 structures with the same formula, charge and spin: 0.3395 eV.

Each line ends with the Mulliken charge.
Positions of all 56 atoms, in Å:
C1 0.56285 3.23362 -3.27103  -1.4984
I1 1.42349 3.44111 -0.06642  -0.6487
H1 0.71272 4.26234 -2.80780  0.2663
H2 -0.48708 3.25401 -3.68676  0.1667
H3 1.45325 3.11292 -3.93277  0.3248
C2 4.16544 -0.64203 0.58682  -0.5741
C3 4.03710 0.19831 1.66181  -0.5933
N1 2.87500 0.91810 1.44320  0.5455
C4 2.22676 0.56036 0.28259  -0.2939
N2 3.08410 -0.38874 -0.24500  0.5598
H4 4.92520 -1.35198 0.36801  0.4838
H5 4.65058 0.34914 2.50918  0.4747
C5 -3.92250 1.05098 -1.64752  -0.4977
C6 -1.75345 1.47620 -1.07426  -0.5497
N3 -2.62221 0.62754 -1.73662  0.5490
H6 -4.72297 2.83670 -0.64784  0.4150
N4 -2.61682 2.41387 -0.54351  0.4870
H7 -4.73534 0.54687 -2.12327  0.4701
Ti1 0.27700 1.15307 -0.47678  -0.2316
C7 0.61516 1.90992 -2.69383  0.9367
O1 0.67482 1.03048 -3.54836  -0.6952
C8 -3.92110 2.18564 -0.91163  -0.5380
C9 -2.28335 3.56348 0.28406  -0.7534
H8 -2.13465 3.26201 1.33999  0.2556
H9 -3.14644 4.23405 0.25019  0.3109
H10 -1.39083 4.05845 -0.07115  0.1748
C10 -2.28194 -0.57644 -2.47829  -0.8217
H11 -3.03768 -0.71718 -3.26635  0.3599
H12 -2.30953 -1.46438 -1.83177  0.2682
H13 -1.29817 -0.49570 -2.93604  0.2285
C11 2.93713 -1.08818 -1.51303  -0.7602
H14 3.92997 -1.24026 -1.95635  0.4123
H15 2.31774 -0.52003 -2.20512  0.1250
H16 2.47504 -2.07476 -1.36214  0.2387
C12 2.53019 1.97014 2.36848  -0.6814
H17 2.17369 2.85082 1.80245  -0.0028
H18 3.44051 2.30390 2.87232  0.3866
H19 1.73704 1.67258 3.05629  0.2282
O2 -1.61458 -4.15097 4.69879  -0.6650
N5 -1.36567 -4.53087 3.53446  0.9648
O3 -1.45732 -5.73191 3.20269  -0.6682
C13 -0.97123 -3.57714 2.55203  -0.4534
C14 -0.86168 -2.21496 2.86522  -1.0893
C15 -0.60199 -1.26223 1.88413  -0.4007
C16 -0.36977 -1.67061 0.52992  1.1441
O4 -0.00733 -0.81953 -0.41757  0.4183
C17 -0.39003 -3.07839 0.24019  -0.4061
C18 -0.68441 -3.98336 1.23567  -0.4227
N6 0.03124 -3.63204 -1.03102  0.9802
O5 0.49981 -4.80684 -0.98791  -0.7114
O6 -0.06796 -2.99308 -2.09405  -0.5388
N7 -0.37897 0.06402 2.25062  0.7397
O7 -0.16705 0.35185 3.45424  -0.9597
O8 -0.46770 1.06913 1.37407  -0.3686
H20 -0.98917 -1.88783 3.90906  0.4325
H21 -0.69691 -5.06217 1.00772  0.4760

Record 3
Density functional theory data (ωB97M-V/def2-TZVPD) for C18H21IrN2O2S as an isolated structure.

The spin multiplicity is 6. The net charge is +3. Its frontier orbital gap (alpha / beta) is 0.277 / 0.194 Ha. The HOMO energy (alpha / beta) comes out at -17.45 / -18.54 eV. Its LUMO energy (alpha / beta) is -9.93 / -13.25 eV.

Each line ends with the Mulliken charge.
Positions of all 45 atoms, in Å:
Ir1 0.30495 -0.81419 0.01483  1.9958
O1 0.21912 -2.79586 -0.40728  -0.6680
N1 1.41122 -3.42427 -0.61205  0.3043
C1 1.36110 -4.75276 -0.71555  -0.1235
C2 2.52917 -5.47462 -0.91664  -0.6941
C3 3.73523 -4.80556 -1.01135  -0.1879
C4 3.75651 -3.41747 -0.90287  -0.5865
C5 2.57420 -2.72497 -0.69321  0.7044
S1 2.53341 -0.99503 -0.49989  -0.2520
H1 0.37535 -5.18799 -0.62834  0.4810
H2 2.46887 -6.55118 -0.99342  0.4384
H3 4.65708 -5.35031 -1.16518  0.4564
H4 4.68219 -2.86170 -0.96965  0.4181
C6 -0.70811 2.84672 -0.94152  -1.4097
C7 -0.83849 1.70720 -1.88985  1.0355
O2 -0.54283 0.55785 -1.57106  -1.0706
C8 -1.34986 1.95109 -3.27815  0.4520
C9 -1.45724 0.89608 -4.18818  -0.1071
C10 -1.93142 1.10415 -5.53175  -0.4396
C11 -2.33709 2.35106 -5.94767  -0.5610
C12 -2.23842 3.40728 -5.04992  -0.5223
C13 -1.76915 3.19805 -3.69722  -0.1047
H5 -0.27325 2.50570 -0.00588  0.2528
H6 -1.69238 3.27928 -0.74029  0.4533
H7 -0.08293 3.63588 -1.36538  0.4726
H8 -1.20183 -0.10939 -3.87679  0.4416
H9 -1.95222 0.25956 -6.20931  0.4361
H10 -2.69595 2.51512 -6.95477  0.4650
H11 -2.49795 4.41517 -5.35220  0.4443
H12 -1.77935 4.04832 -3.02695  0.4325
C14 0.06284 2.14159 4.56052  -1.5464
C15 -0.32680 0.65714 4.43050  1.9006
C16 -1.81378 0.43791 4.76428  -1.5250
C17 0.57627 -0.23040 5.30846  -1.5134
C18 -0.11421 0.25952 3.03859  0.0374
N2 0.06335 -0.06383 1.94720  -0.9274
H13 -0.15673 2.45142 5.58142  0.4174
H14 -0.51608 2.77166 3.88552  0.3849
H15 1.12600 2.29356 4.37875  0.4036
H16 -1.97471 0.77313 5.78808  0.4067
H17 -2.08655 -0.61479 4.70321  0.4112
H18 -2.46431 1.01886 4.11118  0.3907
H19 0.40682 0.05560 6.34603  0.3958
H20 1.63077 -0.07907 5.08133  0.4000
H21 0.32722 -1.28551 5.20240  0.4064

Record 4
Density functional theory data (ωB97M-V/def2-TZVPD) for an isolated ion of composition C18H21N2O5 and charge -1.

The net charge is -1. Its frontier orbital gap is 0.272 Ha. The HOMO energy comes out at -4.63 eV. The structure (SMILES) is CCCCCCC(=O)c1c([O-])[nH]c(=O)n(-c2ccccc2OC)c1=O. Its LUMO energy is 2.79 eV. As for the energy above the lowest of the compared OMol25 structures with the same formula, charge and spin: 0.0939 eV.

Each line ends with the Mulliken charge.
Positions of all 46 atoms, in Å:
C1 -3.59627 -3.23182 0.10577  -1.2837
C2 -2.44100 -2.53723 -0.60658  -0.5231
C3 -1.60409 -1.65960 0.32566  -0.2926
C4 -2.34891 -0.46941 0.93103  -0.5349
C5 -2.89590 0.49674 -0.12291  -0.6391
C6 -3.13326 1.89567 0.45063  -1.1307
C7 -1.86079 2.43373 1.09688  -0.1826
O1 -1.86535 2.80745 2.25490  -0.6458
C8 -0.67400 2.39991 0.23879  0.5114
C9 -0.75721 2.78908 -1.11863  0.7654
O2 -1.72313 3.24070 -1.73336  -0.7771
N1 0.45259 2.69241 -1.83535  -0.0232
C10 1.61779 2.12411 -1.41874  0.5655
O3 2.58349 2.00661 -2.15593  -0.7232
N2 1.61953 1.73786 -0.10702  0.2231
C11 2.72394 0.96729 0.33543  -0.1535
C12 3.61645 1.46010 1.26506  -0.1530
C13 4.68251 0.68182 1.68907  -0.8010
C14 4.85091 -0.58605 1.17031  -0.6250
C15 3.95312 -1.09752 0.24515  -0.6286
C16 2.87193 -0.33401 -0.17133  0.7103
O4 1.90488 -0.74988 -1.03525  -0.2275
C17 2.02969 -2.01584 -1.62183  -1.1760
C18 0.52175 1.88477 0.80498  0.2967
O5 0.69047 1.47753 1.94414  -0.7239
H1 -3.22791 -3.81310 0.94929  0.2945
H2 -4.11763 -3.90413 -0.57441  0.3959
H3 -4.31137 -2.50356 0.47824  0.2837
H4 -1.78888 -3.29857 -1.04613  0.4035
H5 -2.83209 -1.92950 -1.42404  0.2962
H6 -0.74702 -1.27391 -0.23142  -0.1875
H7 -1.21365 -2.27884 1.13843  0.5122
H8 -3.16086 -0.81557 1.57502  0.4385
H9 -1.64083 0.06734 1.56498  0.3022
H10 -3.83267 0.11507 -0.54035  0.4179
H11 -2.17673 0.57843 -0.93948  0.2848
H12 -3.41506 2.57474 -0.35518  0.3663
H13 -3.92203 1.87752 1.20682  0.4277
H14 0.41742 2.99693 -2.79971  0.2441
H15 3.46198 2.45259 1.65785  0.4189
H16 5.37817 1.06889 2.41918  0.3680
H17 5.68410 -1.19805 1.48808  0.3694
H18 4.10093 -2.09791 -0.13359  0.3986
H19 2.95327 -2.10047 -2.20535  0.4829
H20 1.99795 -2.81426 -0.87071  0.3888
H21 1.17377 -2.11810 -2.28839  0.2655

Record 5
Density functional theory data (ωB97M-V/def2-TZVPD) for one molecule with the formula C18H21N3O3S.

The net charge is 0. Its frontier orbital gap is 0.355 Ha. The HOMO energy comes out at -9.13 eV. The structure (SMILES) is Cc1ccc(C)c(S(=O)(=O)N2CCN(C(=O)c3cccnc3)CC2)c1. Its LUMO energy is 0.54 eV. As for the energy above the lowest of the compared OMol25 structures with the same formula, charge and spin: 2.5739 eV.

Each line ends with the Mulliken charge.
Positions of all 46 atoms, in Å:
C1 -5.86834 0.68671 -1.31441  -1.5652
C2 -4.76911 -0.03666 -0.60131  0.7893
C3 -5.05898 -0.98836 0.37455  -0.6420
C4 -4.04911 -1.66050 1.02934  -0.7866
C5 -2.70154 -1.42007 0.74949  0.9268
C6 -1.65792 -2.17943 1.50663  -1.6255
C7 -2.42529 -0.47162 -0.22458  0.3578
S1 -0.79647 0.06095 -0.75639  1.5791
O1 0.25351 -0.80911 -0.29770  -0.5736
O2 -0.82984 0.32981 -2.16403  -0.8512
N1 -0.74429 1.57600 -0.00274  0.1173
C8 0.22804 2.46437 -0.59942  -1.1302
C9 1.66761 2.00316 -0.29448  -0.7870
N2 1.71896 1.39156 1.01872  0.1432
C10 2.26102 0.16733 1.27640  0.5365
O3 2.03189 -0.43140 2.31019  -0.6612
C11 3.24628 -0.34051 0.28199  0.3808
C12 3.14383 -1.64464 -0.19048  -0.4179
C13 4.10393 -2.11128 -1.07194  -0.5502
C14 5.13745 -1.25971 -1.43266  -0.2778
N3 5.26154 -0.02914 -0.96327  -0.6689
C15 4.34287 0.41566 -0.12704  0.1331
C16 0.73085 1.89702 1.94582  -1.1157
C17 -0.67268 1.52143 1.44695  -0.3327
C18 -3.43647 0.20780 -0.88518  -0.8198
H1 -6.49005 -0.01946 -1.86306  0.3467
H2 -6.50672 1.20627 -0.60125  0.3448
H3 -5.46277 1.41037 -2.01542  0.3416
H4 -6.08992 -1.20232 0.61733  0.4243
H5 -4.29565 -2.39569 1.78163  0.4377
H6 -0.66196 -1.97093 1.13252  -0.0475
H7 -1.69975 -1.91859 2.56447  0.3697
H8 -1.84823 -3.24873 1.42599  0.5414
H9 0.05213 2.44984 -1.67483  0.4263
H10 0.04206 3.47281 -0.21984  0.4117
H11 2.34958 2.86258 -0.33854  0.3576
H12 1.97544 1.26839 -1.04044  0.5930
H13 2.30948 -2.25325 0.11958  0.4339
H14 4.05281 -3.11294 -1.46956  0.3913
H15 5.90900 -1.57227 -2.12438  0.3710
H16 4.49641 1.42093 0.24483  0.4233
H17 0.84458 2.98243 2.01719  0.3776
H18 0.92182 1.44438 2.91971  0.4914
H19 -0.90954 0.50100 1.74866  0.1280
H20 -1.42703 2.19791 1.86575  0.3475
H21 -3.14609 0.92275 -1.63834  0.3304

Number 1: DFT total energy -1700.25505 hartree. Number 2: DFT total energy -2830.59474 hartree. Number 3: DFT total energy -1459.81412 hartree. Number 4: DFT total energy -1184.36457 hartree. Number 5: DFT total energy -1486.68546 hartree.